12
Properties=species:S:1:pos:R:3:forces:R:3 method="wB97M-V/def2-TZVPD" charge=0 homo_ev=-9.2 mol_weight_g_mol=148.2 smiles="OC(=S)[C@H]1O[C@@H]1C=S" orbital_gap_ev=8.099 e_above_lowest_kj_mol=164.3 e_tot_ha=-1101.59864
O -1.154438 -1.138912 1.852940 -0.0176 0.9354 -0.4862
C -1.466806 -0.096419 1.068232 -0.8327 -0.6306 -0.3427
S -2.994060 0.368895 0.750716 0.6080 -0.0624 0.1839
C -0.285686 0.544119 0.381973 -1.0959 0.0569 0.7745
O 0.980306 0.113828 0.860698 -0.1110 0.2161 -0.2433
C 0.574193 -0.270491 -0.472942 -0.1482 -0.8547 0.2070
C 1.321086 0.349452 -1.554596 0.8850 -0.0413 -0.9698
S 1.532006 -0.300874 -3.010706 -0.2534 -0.0439 0.1564
H -0.186960 -1.086134 1.886608 0.4970 -0.4699 0.3523
H -0.515162 1.584824 0.188033 0.6564 0.1700 -0.1137
H 0.338988 -1.334479 -0.610980 0.0370 0.4298 0.1325
H 1.856533 1.266191 -1.339975 -0.2246 0.2945 0.3492